18
Properties=species:S:1:pos:R:3 method="wB97M-V/def2-TZVPD" homo_ev=-9.69 gap_ev=8.84 relative_energy_kj_mol=748.3
Br 2.997 -0.697 1.024
S 1.313 1.811 0.813
O 2.373 -0.834 -1.912
O -2.980 1.297 0.750
O 1.501 1.142 -2.113
O -2.759 -0.815 0.947
N -2.324 0.284 0.724
N 1.933 0.193 -1.513
C -0.159 -0.566 0.193
C 1.765 0.277 -0.020
C -0.260 -2.054 0.136
C -0.955 0.446 0.373
C -0.407 1.855 0.238
H -0.934 2.541 0.776
H -0.312 2.214 -0.755
H -1.191 -2.317 0.539
H -0.236 -2.370 -0.892
H 0.636 -2.408 0.690